Run 1
Formula: C48H49BrCaN6O9P4S
Source: OMol25
Level of theory: ωB97M-V with the def2-TZVPD basis set

Last column: Löwdin charge in e.
CARTESIAN COORDINATES (ANGSTROEM)
1 Ca 0.768 0.312 -2.080  1.23
2 O -0.224 -1.883 -4.018  -0.08
3 N -0.860 -2.167 -2.807  -0.05
4 C -1.352 -3.334 -2.816  -0.10
5 C -2.228 -3.895 -1.765  -0.20
6 C -2.950 -5.014 -2.195  -0.04
7 C -3.870 -5.651 -1.382  -0.07
8 C -4.080 -5.166 -0.101  -0.06
9 C -3.353 -4.072 0.341  -0.09
10 C -2.419 -3.416 -0.457  -0.30
11 P -1.415 -2.050 0.313  1.13
12 C -2.742 -1.199 1.259  -0.37
13 C -3.222 -0.015 0.704  -0.12
14 C -4.300 0.656 1.267  -0.09
15 C -4.896 0.160 2.417  -0.09
16 C -4.391 -0.990 3.012  -0.08
17 C -3.322 -1.661 2.439  -0.11
18 C -0.605 -3.007 1.648  -0.41
19 C -0.313 -4.362 1.530  -0.09
20 C 0.409 -5.016 2.520  -0.09
21 C 0.850 -4.323 3.636  -0.09
22 C 0.571 -2.967 3.758  -0.08
23 C -0.143 -2.313 2.768  -0.12
24 H 0.668 -1.598 -3.704  0.01
25 H -1.185 -3.956 -3.694  0.14
26 H -2.783 -5.379 -3.201  0.11
27 H -4.411 -6.515 -1.745  0.11
28 H -4.795 -5.640 0.559  0.11
29 H -3.517 -3.725 1.355  0.09
30 H -2.714 0.403 -0.156  0.07
31 H -4.655 1.575 0.818  0.10
32 H -5.740 0.674 2.859  0.10
33 H -4.829 -1.364 3.928  0.11
34 H -2.924 -2.542 2.931  0.11
35 H -0.654 -4.918 0.665  0.10
36 H 0.623 -6.073 2.418  0.10
37 H 1.410 -4.834 4.409  0.10
38 H 0.912 -2.416 4.625  0.10
39 H -0.338 -1.250 2.863  0.09
40 O 4.357 -1.871 -2.433  -0.13
41 P 3.301 -1.144 -3.371  0.20
42 O 3.345 -1.610 -4.761  -0.26
43 O 1.945 -1.238 -2.646  -0.57
44 O 3.700 0.435 -3.347  -0.27
45 P 3.691 1.500 -2.098  0.21
46 O 4.475 0.652 -0.963  -0.17
47 O 4.430 2.712 -2.461  -0.26
48 O 2.250 1.608 -1.626  -0.53
49 H 4.042 -1.823 -1.511  -0.01
50 H 5.411 0.676 -1.189  0.09
51 C -4.074 2.975 -2.538  -0.06
52 N -4.263 1.538 -2.506  0.02
53 C -3.198 0.695 -2.583  -0.63
54 N -3.489 -0.623 -2.715  0.20
55 O -2.040 1.118 -2.552  -0.03
56 H -4.997 3.458 -2.225  0.09
57 H -3.805 3.335 -3.535  0.09
58 H -3.283 3.249 -1.844  0.06
59 H -5.165 1.174 -2.762  0.13
60 H -4.385 -0.981 -2.435  0.11
61 H -2.690 -1.240 -2.655  0.05
62 Br 0.652 3.789 -8.270  0.76
63 C 0.588 2.763 -6.688  -0.68
64 C 1.369 1.635 -6.555  -0.08
65 C 1.287 0.920 -5.370  -0.10
66 N 0.495 1.269 -4.349  -0.01
67 C -0.257 2.365 -4.512  -0.13
68 C -0.249 3.143 -5.654  -0.10
69 H 2.036 1.306 -7.338  0.11
70 H 1.885 0.021 -5.270  0.08
71 H -0.911 2.624 -3.691  0.08
72 H -0.877 4.019 -5.730  0.10
73 C -0.633 0.597 5.277  -0.09
74 C -1.640 0.987 4.405  -0.08
75 C -1.324 1.460 3.140  -0.12
76 C 0.002 1.574 2.722  -0.35
77 C 1.003 1.191 3.614  -0.09
78 C 0.690 0.704 4.875  -0.09
79 P 0.389 2.067 0.982  1.13
80 C 2.000 2.914 1.237  -0.36
81 C 2.147 4.270 1.507  -0.07
82 C 3.410 4.809 1.716  -0.08
83 C 4.537 4.005 1.650  -0.08
84 C 4.401 2.656 1.351  -0.08
85 C 3.142 2.120 1.139  -0.17
86 C -0.719 3.503 0.709  -0.38
87 C -1.305 4.274 1.712  -0.10
88 C -2.052 5.399 1.391  -0.08
89 C -2.201 5.785 0.065  -0.08
90 C -1.606 5.036 -0.940  -0.10
91 C -0.887 3.895 -0.618  -0.11
92 H -0.877 0.223 6.263  0.10
93 H -2.677 0.920 4.706  0.10
94 H -2.122 1.752 2.473  0.09
95 H 2.043 1.304 3.336  0.08
96 H 1.487 0.419 5.552  0.10
97 H 1.283 4.919 1.552  0.10
98 H 3.512 5.868 1.919  0.10
99 H 5.520 4.434 1.792  0.10
100 H 5.279 2.031 1.237  0.10
101 H 3.034 1.089 0.813  0.04
102 H -1.168 4.004 2.752  0.10
103 H -2.503 5.987 2.180  0.10
104 H -2.773 6.670 -0.181  0.10
105 H -1.698 5.343 -1.974  0.11
106 H -0.419 3.314 -1.406  0.09
107 C 4.353 -4.194 0.930  -0.03
108 N 4.357 -3.042 1.811  -0.12
109 C 5.143 -2.880 2.940  -0.06
110 C 4.843 -1.681 3.472  -0.07
111 N 3.871 -1.127 2.659  0.08
112 C 3.563 -1.956 1.630  -0.75
113 S 2.463 -1.698 0.392  0.72
114 H 4.721 -5.057 1.481  0.09
115 H 4.982 -4.016 0.057  0.10
116 H 3.335 -4.370 0.593  0.07
117 H 5.846 -3.628 3.259  0.12
118 H 5.231 -1.179 4.339  0.11
119 H 3.459 -0.213 2.750  0.11

Results
total charge = 0
frontier orbital gap = 7.730 eV


Run 2
Formula: C48H49BrCaN6O9P4S
Source: OMol25
Level of theory: ωB97M-V with the def2-TZVPD basis set

Last column: Löwdin charge in e.
CARTESIAN COORDINATES (ANGSTROEM)
1 Ca -1.098 -0.306 1.070  1.23
2 O -3.148 1.593 -0.911  -0.16
3 N -2.061 2.125 -0.204  0.00
4 C -2.387 3.256 0.277  -0.11
5 C -1.514 4.197 0.974  -0.21
6 C -1.939 5.529 0.873  -0.05
7 C -1.203 6.563 1.415  -0.08
8 C -0.026 6.268 2.087  -0.07
9 C 0.382 4.953 2.209  -0.08
10 C -0.337 3.890 1.665  -0.28
11 P 0.215 2.143 2.108  1.06
12 C -0.322 2.394 3.837  -0.36
13 C -1.692 2.262 4.041  -0.10
14 C -2.242 2.430 5.300  -0.07
15 C -1.427 2.736 6.378  -0.09
16 C -0.059 2.876 6.184  -0.08
17 C 0.492 2.707 4.922  -0.09
18 C 2.000 2.448 1.842  -0.36
19 C 2.342 2.960 0.592  -0.11
20 C 3.666 3.155 0.238  -0.09
21 C 4.675 2.848 1.137  -0.08
22 C 4.347 2.329 2.380  -0.08
23 C 3.020 2.115 2.726  -0.11
24 H -2.743 0.912 -1.485  -0.04
25 H -3.395 3.618 0.061  0.13
26 H -2.861 5.747 0.348  0.11
27 H -1.544 7.584 1.320  0.10
28 H 0.566 7.060 2.529  0.11
29 H 1.289 4.742 2.763  0.11
30 H -2.340 1.987 3.216  0.10
31 H -3.305 2.292 5.440  0.11
32 H -1.852 2.857 7.365  0.10
33 H 0.586 3.118 7.019  0.10
34 H 1.558 2.824 4.796  0.09
35 H 1.558 3.221 -0.112  0.11
36 H 3.908 3.555 -0.739  0.10
37 H 5.711 3.003 0.867  0.10
38 H 5.128 2.070 3.083  0.10
39 H 2.790 1.639 3.668  0.09
40 O -2.971 -3.126 1.901  -0.15
41 P -2.822 -2.052 3.124  0.19
42 O -3.826 -2.281 4.165  -0.27
43 O -2.696 -0.732 2.410  -0.47
44 O -1.319 -2.481 3.625  -0.41
45 P -0.028 -1.644 4.141  0.83
46 O -0.844 -0.507 4.960  -0.24
47 O 0.245 -0.891 2.693  -0.69
48 O 1.180 0.158 3.058  -0.42
49 H -3.247 -3.981 2.251  0.08
50 H -0.263 0.185 5.305  0.04
51 C -1.071 -3.101 -4.694  -0.08
52 N 0.073 -2.276 -5.012  0.02
53 C 0.672 -1.500 -4.055  -0.65
54 N 1.627 -0.647 -4.550  0.18
55 O 0.407 -1.569 -2.862  -0.04
56 H -0.979 -4.078 -5.171  0.08
57 H -2.010 -2.631 -4.994  0.08
58 H -1.083 -3.241 -3.618  0.05
59 H 0.138 -1.938 -5.957  0.13
60 H 2.067 -0.871 -5.426  0.10
61 H 2.230 -0.251 -3.848  0.06
62 Br -5.566 -4.895 -1.559  0.76
63 C -4.453 -3.411 -1.193  -0.67
64 C -3.119 -3.442 -1.555  -0.10
65 C -2.343 -2.335 -1.246  -0.14
66 N -2.817 -1.267 -0.615  -0.02
67 C -4.102 -1.258 -0.271  -0.15
68 C -4.971 -2.299 -0.549  -0.09
69 H -2.682 -4.297 -2.049  0.10
70 H -1.301 -2.300 -1.541  0.08
71 H -4.446 -0.380 0.260  0.11
72 H -6.006 -2.251 -0.245  0.11
73 C 4.416 -2.630 3.544  -0.09
74 C 4.312 -1.378 2.956  -0.07
75 C 3.442 -1.176 1.901  -0.10
76 C 2.668 -2.225 1.412  -0.35
77 C 2.781 -3.478 2.000  -0.08
78 C 3.648 -3.677 3.065  -0.09
79 P 1.594 -1.829 -0.019  1.11
80 C 0.935 -3.463 -0.469  -0.38
81 C 1.168 -4.125 -1.670  -0.09
82 C 0.532 -5.326 -1.943  -0.08
83 C -0.348 -5.878 -1.025  -0.09
84 C -0.600 -5.215 0.168  -0.08
85 C 0.029 -4.013 0.439  -0.13
86 C 2.936 -1.396 -1.173  -0.37
87 C 3.942 -2.277 -1.554  -0.08
88 C 4.994 -1.839 -2.340  -0.07
89 C 5.073 -0.509 -2.726  -0.09
90 C 4.091 0.385 -2.322  -0.10
91 C 3.019 -0.062 -1.560  -0.13
92 H 5.091 -2.787 4.375  0.10
93 H 4.902 -0.551 3.326  0.10
94 H 3.359 -0.191 1.462  0.09
95 H 2.198 -4.313 1.637  0.09
96 H 3.720 -4.657 3.517  0.10
97 H 1.830 -3.692 -2.406  0.09
98 H 0.726 -5.831 -2.881  0.10
99 H -0.842 -6.816 -1.242  0.10
100 H -1.293 -5.629 0.888  0.11
101 H -0.191 -3.506 1.373  0.09
102 H 3.919 -3.303 -1.208  0.11
103 H 5.770 -2.534 -2.633  0.10
104 H 5.907 -0.168 -3.326  0.10
105 H 4.160 1.430 -2.593  0.10
106 H 2.249 0.633 -1.245  0.10
107 C -1.669 2.405 -6.221  -0.03
108 N -2.843 2.424 -5.383  -0.13
109 C -3.897 3.309 -5.505  -0.06
110 C -4.734 3.090 -4.469  -0.07
111 N -4.186 2.067 -3.728  0.07
112 C -3.007 1.662 -4.269  -0.77
113 S -1.981 0.478 -3.687  0.71
114 H -1.964 2.399 -7.270  0.09
115 H -1.107 1.503 -5.986  0.05
116 H -1.046 3.277 -6.019  0.10
117 H -3.964 3.998 -6.324  0.12
118 H -5.665 3.556 -4.208  0.11
119 H -4.489 1.752 -2.821  0.13

Results
total charge = 0
frontier orbital gap = 7.899 eV


Which of them is the most stable? Correct choice: run 1.


Run 1
Formula: C2H3N3S
Source: OMol25
Level of theory: ωB97M-V with the def2-TZVPD basis set

Last column: natural (NBO) charge in e.
CARTESIAN COORDINATES (ANGSTROEM)
1 S 2.549 0.145 0.074  0.00
2 C 0.742 0.236 0.214  0.16
3 N -0.041 -0.863 0.563  -0.46
4 C -1.172 -0.522 0.058  0.17
5 N -1.110 0.682 -0.578  -0.33
6 N 0.080 1.139 -0.482  -0.29
7 H 2.795 -1.038 0.780  0.16
8 H -2.039 -1.086 0.140  0.20
9 H -1.804 1.308 -0.770  0.40

Results
total charge = 0
SMILES = Sc1nc[nH]n1
frontier orbital gap = 9.703 eV


Run 2
Formula: C2H3N3S
Source: OMol25
Level of theory: ωB97M-V with the def2-TZVPD basis set

Last column: natural (NBO) charge in e.
CARTESIAN COORDINATES (ANGSTROEM)
1 C 1.165 -1.357 -1.911  0.29
2 C 0.333 1.425 1.534  -0.14
3 N -0.806 0.676 1.377  -0.31
4 N -0.864 -0.292 0.670  -0.20
5 N 0.775 -2.391 -1.526  -0.72
6 S 0.121 2.965 2.066  0.07
7 H 1.215 1.063 0.847  0.25
8 H -1.730 1.011 1.865  0.33
9 H 0.426 -3.218 -1.240  0.43

Results
total charge = 0
frontier orbital gap (spin up / spin down) = 7.310 / 7.310 eV


Which of them is the most stable? Correct choice: run 1.


Run 1
Formula: C2H2F3I
Source: OMol25
Level of theory: ωB97M-V with the def2-TZVPD basis set

Last column: natural (NBO) charge in e.
CARTESIAN COORDINATES (ANGSTROEM)
1 C -1.217 -0.133 -0.057  0.62
2 C 1.085 0.051 -0.131  -0.07
3 F -1.673 1.000 0.519  -0.34
4 F -1.536 -1.179 0.635  -0.31
5 F 1.470 -1.010 -0.842  -0.35
6 I 2.108 0.357 1.682  0.13
7 H -1.597 -0.145 -1.078  0.14
8 H 1.359 1.059 -0.727  0.18

Results
total charge = 0
frontier orbital gap = 9.002 eV


Run 2
Formula: C2H2F3I
Source: OMol25
Level of theory: ωB97M-V with the def2-TZVPD basis set

Last column: natural (NBO) charge in e.
CARTESIAN COORDINATES (ANGSTROEM)
1 C 1.154 -0.503 -0.192  0.40
2 C -1.604 0.499 0.607  0.25
3 F 0.506 -1.463 -0.917  -0.33
4 F 0.931 -0.938 1.082  -0.35
5 F -1.019 1.652 0.574  -0.34
6 I -3.366 0.523 -0.524  0.09
7 H 2.266 -0.489 -0.334  0.12
8 H 1.132 0.720 -0.296  0.15

Results
total charge = 0
frontier orbital gap = 8.570 eV


Which of them is the most stable? Correct choice: run 1.